No. 1
{"formula": "C32H31N2O", "method": "ωB97M-V with the def2-TZVPD basis set", "energy_ha": -1422.527280, "charge": 1, "relative_energy_kj_mol": 0.0, "lumo_energy_ev": -6.1, "species": ["C", "N", "C", "C", "C", "N", "C", "C", "C", "C", "C", "C", "C", "C", "C", "O", "H", "H", "H", "H", "H", "H", "H", "H", "H", "H", "H", "H", "H", "H", "H", "H", "H", "H", "C", "C", "C", "C", "C", "C", "C", "C", "C", "C", "C", "C", "C", "C", "C", "C", "C", "C", "C", "H", "H", "H", "H", "H", "H", "H", "H", "H", "H", "H", "H", "H"], "coordinates": [[-2.951166, -0.347025, -3.209922], [-1.857427, -1.037912, -2.573811], [-0.569696, -0.415955, -2.263698], [0.159700, 0.010727, -3.551779], [-0.700385, 0.752172, -1.296676], [0.090675, -1.520038, -1.585844], [-0.387933, -2.768444, -2.088030], [-0.375884, -3.925692, -1.094260], [1.035008, -4.307110, -0.712964], [1.759841, -5.204040, -1.503151], [3.083681, -5.508104, -1.173634], [3.688376, -4.915122, -0.060891], [2.962179, -4.008621, 0.719543], [1.633422, -3.714195, 0.402421], [-1.801449, -2.408235, -2.552964], [-2.701847, -3.198773, -2.811627], [-3.615577, -1.087156, -3.667527], [-3.526316, 0.248940, -2.487726], [-2.573979, 0.340063, -3.976501], [0.193325, -0.828146, -4.262926], [-0.359464, 0.853731, -4.027200], [1.186505, 0.324606, -3.313681], [-1.195053, 0.402539, -0.384435], [0.291651, 1.131299, -1.021106], [-1.284864, 1.573180, -1.726718], [1.088357, -1.419098, -1.429349], [0.187161, -3.095137, -2.983626], [-0.954918, -3.634557, -0.204707], [-0.869516, -4.760709, -1.611023], [1.266786, -5.646789, -2.374128], [3.634059, -6.213020, -1.794627], [4.723435, -5.145771, 0.186854], [3.418277, -3.523204, 1.580670], [1.036121, -3.022390, 1.004170], [0.050675, 2.162276, 1.532521], [1.368310, 1.769988, 1.967930], [1.780767, 0.414437, 1.969329], [3.055391, 0.068943, 2.418570], [3.934785, 1.057436, 2.880997], [3.529290, 2.398173, 2.900643], [2.266428, 2.752147, 2.443641], [-0.314673, 3.458883, 0.985176], [-1.753216, 3.539218, 0.952646], [-2.398471, 4.725504, 0.639531], [-1.627442, 5.841797, 0.291275], [-0.223047, 5.764780, 0.282031], [0.438604, 4.575025, 0.616282], [-2.285828, 2.294989, 1.483505], [-1.174187, 1.462508, 1.861106], [-1.396628, 0.288827, 2.578824], [-2.717950, -0.076498, 2.867051], [-3.801855, 0.731396, 2.475156], [-3.583597, 1.938837, 1.801986], [1.093387, -0.347745, 1.598719], [3.359391, -0.978714, 2.414641], [4.937180, 0.785971, 3.212063], [4.196822, 3.174304, 3.272692], [1.937088, 3.790437, 2.483923], [-3.486413, 4.752509, 0.689766], [-2.121193, 6.775989, 0.020586], [0.361883, 6.650654, 0.027344], [1.526433, 4.515544, 0.616766], [-0.548141, -0.290521, 2.940891], [-2.907593, -1.001719, 3.415331], [-4.821949, 0.412045, 2.694273], [-4.387336, 2.610562, 1.515677]], "atomic_forces_ev_per_a": [[-0.173, 0.418, 0.057], [-0.148, -0.528, -0.155], [0.336, -0.099, -0.265], [-0.091, 0.022, -0.024], [-0.370, -0.016, 0.120], [0.248, 0.512, 1.021], [0.084, -0.620, -0.741], [-0.043, -0.059, -0.110], [-0.190, 0.111, 0.039], [0.175, 0.199, 0.276], [-0.210, 0.067, 0.003], [-0.238, 0.189, -0.079], [-0.170, -0.048, -0.137], [0.273, -0.198, -0.233], [-0.345, -0.464, 0.250], [0.914, 1.023, 0.077], [0.187, 0.149, 0.120], [0.056, -0.158, -0.113], [-0.105, -0.172, 0.007], [0.042, 0.264, 0.208], [0.195, -0.179, 0.028], [-0.278, -0.056, -0.093], [0.039, -0.005, -0.309], [-0.073, -0.047, -0.172], [0.136, -0.024, 0.017], [-0.230, -0.098, -0.385], [-0.321, -0.014, 0.148], [0.084, -0.170, -0.259], [-0.017, 0.158, 0.338], [0.281, 0.049, 0.292], [-0.043, 0.156, 0.192], [-0.257, 0.033, -0.042], [0.024, -0.206, -0.126], [0.264, -0.214, -0.107], [0.127, 0.426, 0.942], [0.236, -0.176, -0.233], [0.106, 0.051, 0.241], [-0.287, 0.085, -0.090], [-0.325, 0.130, -0.193], [-0.107, -0.085, -0.044], [0.132, 0.055, -0.092], [-1.160, 0.279, -0.200], [1.024, 1.236, -0.150], [0.067, -0.950, 0.096], [0.756, -0.043, -0.068], [-0.341, 0.069, -0.033], [0.018, -0.095, 0.030], [-0.012, -1.330, 0.911], [-0.977, 0.369, -0.331], [-0.010, 0.195, 0.023], [-0.379, 0.043, -0.069], [0.555, -0.657, 0.141], [0.715, 0.453, -0.502], [0.321, 0.159, -0.033], [-0.063, 0.331, -0.058], [-0.299, 0.057, -0.033], [-0.143, -0.243, -0.070], [0.189, -0.361, 0.146], [0.257, 0.238, -0.121], [0.187, -0.243, 0.125], [-0.207, -0.326, 0.030], [-0.298, 0.183, -0.184], [-0.399, -0.009, -0.036], [0.039, 0.339, -0.192], [0.337, 0.098, 0.032], [-0.094, -0.252, 0.174]]}

---

No. 2
{"formula": "C32H31N6O5SSiTi", "method": "ωB97M-V with the def2-TZVPD basis set", "energy_ha": -3479.952755, "relative_energy_kj_mol": 233.3, "lumo_energy_ev": [-0.8, -0.8], "multiplicity": 2, "species": ["Ti", "C", "C", "C", "O", "C", "O", "O", "H", "H", "H", "H", "H", "H", "H", "N", "C", "C", "C", "C", "C", "C", "S", "O", "O", "N", "C", "N", "C", "C", "C", "N", "H", "H", "H", "H", "H", "H", "H", "H", "H", "C", "C", "C", "C", "C", "C", "Si", "C", "C", "C", "C", "C", "C", "H", "H", "H", "H", "H", "H", "H", "H", "H", "H", "H", "N", "C", "C", "C", "C", "C", "N", "C", "H", "H", "H", "H"], "coordinates": [[-0.771407, -0.633471, 0.090900], [-0.519544, -3.695600, 3.498403], [0.204422, -2.524650, 2.854069], [1.572654, -2.280336, 3.482437], [0.351934, -2.751268, 1.441780], [-0.619691, -1.245396, 3.033519], [-1.057668, -0.936258, 4.109470], [-0.769734, -0.505829, 1.946658], [0.090735, -4.598353, 3.423706], [-1.478364, -3.872130, 3.010479], [-0.708533, -3.482410, 4.549100], [2.210546, -3.155939, 3.332007], [1.464057, -2.111503, 4.552888], [2.054357, -1.408455, 3.037473], [1.093966, -3.350455, 1.298614], [-1.245515, 5.607414, 1.793481], [-1.779988, 4.586794, 1.030754], [-2.821788, 3.799042, 1.534164], [-3.316450, 2.741458, 0.800181], [-2.773232, 2.447840, -0.445034], [-1.758079, 3.235994, -0.964723], [-1.261297, 4.298472, -0.233581], [-3.363476, 1.061893, -1.331485], [-2.717922, 1.051859, -2.623949], [-4.793844, 1.011025, -1.259661], [-2.727188, -0.135524, -0.377665], [-3.131755, -1.450690, -0.555114], [-2.355925, -2.276441, 0.170973], [-2.602192, -3.584843, 0.076509], [-3.623953, -4.071866, -0.703763], [-4.327470, -3.126489, -1.454676], [-4.084179, -1.829174, -1.415285], [-1.796937, 5.950730, 2.560529], [-0.717639, 6.315157, 1.313085], [-3.234515, 4.017193, 2.511704], [-4.115208, 2.130082, 1.199366], [-1.354838, 3.009110, -1.942467], [-0.454854, 4.900799, -0.635139], [-1.948656, -4.230881, 0.652618], [-3.849932, -5.125762, -0.755203], [-5.107205, -3.445158, -2.139277], [3.510098, 1.958456, -3.799599], [4.163902, 0.898517, -3.189963], [3.635876, 0.329034, -2.037191], [2.458978, 0.806294, -1.454274], [1.821869, 1.881901, -2.085512], [2.336179, 2.449223, -3.242420], [1.747417, -0.019088, 0.100423], [2.303617, 1.158085, 1.458775], [1.429832, 1.935071, 2.223622], [1.909222, 2.792154, 3.205913], [3.271037, 2.877480, 3.455781], [4.156608, 2.105661, 2.714064], [3.673768, 1.260699, 1.726149], [3.913421, 2.401910, -4.701191], [5.081704, 0.510183, -3.613775], [4.160808, -0.511444, -1.591738], [0.915115, 2.287580, -1.651576], [1.822513, 3.281987, -3.707956], [-0.313840, 0.958336, -0.302865], [0.361595, 1.877669, 2.051484], [1.212357, 3.391497, 3.778364], [3.644801, 3.542667, 4.224073], [5.221500, 2.166302, 2.901265], [4.388473, 0.678751, 1.149893], [0.710511, -6.077418, -3.176808], [0.522673, -4.945339, -3.136311], [0.277410, -3.527023, -3.080640], [0.249355, -2.743148, -4.234389], [-0.012080, -1.395830, -4.126766], [-0.230942, -0.864742, -2.859536], [-0.197778, -1.620731, -1.762177], [0.041681, -2.929432, -1.856213], [0.428447, -3.198689, -5.199447], [-0.055198, -0.745869, -4.987442], [-0.454446, 0.185653, -2.726554], [0.039827, -3.492344, -0.933312]], "atomic_forces_ev_per_a": [[-0.104, -1.234, 1.704], [0.023, -0.022, 0.074], [0.092, -0.031, -0.044], [-0.008, -0.023, 0.026], [-0.275, -0.213, -0.087], [-0.132, 0.405, -0.351], [0.034, -0.109, 0.122], [0.116, -0.046, 0.254], [-0.009, -0.006, -0.009], [0.003, 0.014, -0.019], [0.010, 0.000, -0.008], [0.005, 0.002, 0.013], [-0.003, 0.009, -0.008], [0.000, 0.000, -0.016], [0.086, 0.161, 0.082], [0.049, -0.021, 0.024], [-0.008, 0.055, 0.042], [-0.004, -0.025, -0.005], [0.058, -0.043, 0.048], [-0.043, 0.229, 0.009], [0.024, 0.021, 0.007], [-0.006, -0.034, -0.041], [-0.039, -0.177, 0.249], [0.024, -0.057, -0.012], [0.020, 0.140, -0.029], [-0.154, -0.771, -0.820], [-0.026, 1.154, -0.178], [0.043, -0.283, -0.282], [0.084, 0.109, 0.183], [-0.063, 0.033, -0.027], [0.022, -0.103, -0.002], [-0.008, -0.144, 0.143], [-0.030, -0.003, -0.025], [-0.004, -0.007, -0.009], [0.006, 0.006, 0.000], [-0.004, -0.011, -0.025], [-0.027, -0.027, -0.008], [-0.007, 0.013, 0.013], [0.001, -0.020, -0.018], [0.005, 0.000, -0.021], [-0.011, 0.024, 0.006], [0.010, -0.012, -0.003], [-0.027, 0.022, 0.002], [0.015, -0.082, -0.028], [0.120, -0.088, -0.177], [0.045, 0.036, 0.057], [-0.004, 0.000, 0.005], [-0.721, 0.781, -0.363], [0.146, 0.123, 0.107], [-0.055, -0.022, 0.015], [0.009, -0.022, 0.006], [0.032, -0.009, -0.016], [-0.051, 0.002, 0.021], [0.036, 0.024, 0.004], [-0.002, 0.002, 0.003], [0.002, -0.001, 0.004], [-0.025, -0.004, 0.015], [-0.008, 0.003, -0.002], [-0.001, -0.005, -0.001], [0.927, 0.248, -0.073], [0.000, -0.009, -0.012], [-0.002, 0.004, -0.005], [-0.011, 0.000, 0.002], [-0.001, 0.004, 0.003], [-0.026, 0.002, -0.024], [0.006, -0.001, 0.016], [-0.019, 0.143, -0.044], [0.007, -0.183, 0.116], [0.043, -0.048, -0.228], [0.017, 0.100, 0.320], [0.059, -0.028, -0.441], [-0.278, 0.022, -0.072], [0.060, 0.125, -0.179], [-0.009, -0.022, 0.021], [0.014, -0.035, -0.035], [-0.052, -0.013, 0.035], [0.003, -0.021, 0.000]]}

---

No. 3
{"formula": "C32H31NO4S2SiTeZn", "method": "ωB97M-V with the def2-TZVPD basis set", "energy_ha": -4726.923915, "charge": -2, "relative_energy_kj_mol": 302.7, "lumo_energy_ev": 3.9, "species": ["Zn", "C", "C", "C", "C", "C", "C", "Si", "C", "C", "C", "C", "C", "C", "H", "H", "H", "H", "H", "H", "H", "H", "H", "H", "H", "C", "C", "C", "C", "C", "C", "C", "S", "O", "O", "N", "C", "C", "C", "O", "O", "H", "H", "H", "H", "H", "H", "H", "H", "H", "H", "H", "H", "Te", "C", "C", "C", "C", "S", "H", "H", "H", "C", "C", "C", "C", "C", "C", "H", "H", "H", "H", "H"], "coordinates": [[-1.053678, -0.603183, -0.326821], [3.146879, -1.791063, -4.756797], [3.405775, -1.614225, -3.404243], [2.408177, -1.843493, -2.466152], [1.130471, -2.269122, -2.845081], [0.891282, -2.426940, -4.213922], [1.880699, -2.193909, -5.160366], [-0.293062, -2.507536, -1.599760], [0.238274, -3.871691, -0.369161], [1.310113, -3.708082, 0.516524], [1.616963, -4.666159, 1.473486], [0.844305, -5.814762, 1.584979], [-0.234391, -5.993850, 0.729193], [-0.526771, -5.034797, -0.232393], [3.921418, -1.603954, -5.491186], [4.383967, -1.279056, -3.080022], [2.625986, -1.657981, -1.419823], [-0.093697, -2.745293, -4.541608], [1.664328, -2.324257, -6.214979], [-1.241860, -3.299116, -2.456382], [1.907308, -2.802901, 0.476752], [2.452198, -4.509048, 2.146256], [1.073950, -6.558225, 2.339387], [-0.850048, -6.882751, 0.813131], [-1.369544, -5.189274, -0.898727], [3.149642, 5.059254, 6.441451], [2.886208, 5.022667, 4.943910], [4.049763, 4.928389, 4.102279], [4.153746, 5.116553, 2.734970], [3.225916, 5.641676, 1.834576], [1.849181, 6.075878, 2.194301], [1.595887, 5.087143, 4.553648], [3.544606, 5.364010, 0.163422], [2.704570, 6.222710, -0.648767], [4.974465, 5.407422, -0.054894], [3.103922, 3.808793, -0.298182], [1.734049, 3.546624, -0.761015], [1.682214, 2.113592, -1.298902], [1.601409, 1.072229, -0.183314], [2.601005, 0.841456, 0.492751], [0.444576, 0.540493, -0.003201], [4.219285, 5.012943, 6.651659], [2.661836, 4.230663, 6.959751], [2.764044, 5.988628, 6.868959], [4.968933, 4.652252, 4.611344], [5.112329, 4.865444, 2.287880], [1.283883, 6.170255, 1.259379], [0.832580, 5.224510, 5.314640], [3.391905, 3.126633, 0.401213], [1.525351, 4.251805, -1.562381], [0.975852, 3.691544, 0.018777], [2.604080, 1.946009, -1.856677], [0.822844, 1.984486, -1.956754], [-1.723558, 3.958547, 2.484441], [-0.356839, 5.290052, 3.053082], [1.110730, 5.018487, 3.130656], [1.768505, 7.417224, 2.869341], [0.657755, 7.830279, 3.464543], [-0.842314, 6.895023, 3.480796], [1.312490, 4.030673, 2.711901], [2.653054, 8.045113, 2.872450], [0.550211, 8.787143, 3.960202], [-5.583270, 0.044213, 1.307478], [-4.657605, -0.640544, 2.084315], [-3.353552, -0.809084, 1.633083], [-2.912972, -0.304737, 0.402331], [-3.874541, 0.380150, -0.354016], [-5.183963, 0.556174, 0.080790], [-6.599437, 0.184262, 1.658203], [-4.951714, -1.037266, 3.050626], [-2.656714, -1.345831, 2.270357], [-3.594885, 0.802148, -1.316102], [-5.891452, 1.101068, -0.536008]], "atomic_forces_ev_per_a": [[-0.160, -0.143, -0.027], [-0.054, -0.016, -0.001], [0.016, -0.009, -0.006], [-0.050, 0.048, 0.046], [-0.011, 0.134, 0.007], [0.005, -0.075, 0.032], [0.039, 0.013, 0.009], [0.172, -0.320, -0.118], [-0.034, 0.026, 0.073], [-0.016, 0.046, -0.017], [0.001, -0.022, -0.010], [-0.034, 0.011, -0.034], [0.032, -0.005, 0.019], [0.052, 0.003, -0.057], [0.001, 0.004, 0.004], [-0.021, 0.006, 0.021], [0.020, 0.022, -0.001], [0.031, 0.002, -0.015], [-0.008, -0.002, 0.002], [-0.126, 0.118, 0.041], [-0.008, 0.005, 0.019], [-0.005, 0.019, -0.018], [0.004, 0.002, -0.003], [-0.002, 0.005, -0.009], [0.008, -0.014, 0.030], [0.019, 0.021, -0.039], [-0.019, -0.005, -0.030], [0.051, -0.016, -0.026], [-0.101, 0.203, 0.088], [-0.022, -0.324, -0.326], [0.056, -0.152, 0.184], [-0.151, 0.024, 0.010], [0.140, 0.040, -0.137], [-0.074, -0.026, 0.034], [-0.049, -0.096, 0.136], [-0.152, 0.190, 0.241], [0.268, -0.033, 0.049], [-0.110, -0.062, 0.015], [-0.020, 0.131, -0.002], [-0.011, -0.067, -0.005], [0.000, 0.085, 0.132], [-0.022, -0.009, 0.012], [0.005, -0.005, -0.021], [0.026, -0.011, 0.028], [-0.018, -0.022, -0.018], [-0.003, 0.022, 0.070], [-0.084, -0.027, 0.012], [0.013, -0.010, 0.010], [0.065, -0.002, -0.112], [-0.005, 0.016, 0.005], [-0.019, -0.018, 0.038], [-0.030, -0.044, -0.100], [-0.013, 0.078, -0.022], [0.016, 0.024, 0.080], [-0.080, 0.196, 0.085], [0.346, 0.106, -0.104], [0.035, 0.020, -0.024], [-0.127, 0.017, 0.024], [0.007, -0.217, -0.158], [-0.080, 0.012, -0.076], [-0.024, -0.021, -0.002], [0.088, -0.001, 0.005], [0.042, -0.014, 0.007], [-0.034, 0.007, -0.001], [0.057, 0.009, -0.037], [0.171, 0.145, -0.059], [0.035, -0.023, 0.031], [0.002, 0.001, -0.009], [0.001, 0.001, -0.001], [0.004, -0.004, -0.009], [-0.019, 0.006, 0.013], [-0.037, 0.000, 0.008], [0.007, -0.002, 0.010]]}